A structure of composition C32H32Cl5N11O2PbS. Source: OMol25; level of theory: wB97M-V/def2-TZVPD.

E, eV: -132885.640
LUMO energy, eV: -0.7
Gap between HOMO and LUMO, eV: 6.69
Energy above the lowest of the compared OMol25 structures with the same formula, charge and spin, eV: 0.000
Total charge: 0
Multiplicity: 1

Element x y z (Å)
Pb1 -16.44619 -13.95765 3.88917
C1 -21.10505 -14.78863 3.77075
C2 -19.77577 -14.13245 3.73898
N1 -18.78475 -14.45174 4.50092
N2 -18.97461 -15.51431 5.34399
C3 -18.08313 -15.66901 6.26973
N3 -18.41514 -16.66408 7.13727
S1 -16.67714 -14.73299 6.70245
C4 -19.48637 -12.92999 2.83652
C5 -20.49318 -12.59385 1.88002
C6 -20.27892 -11.48984 1.07228
C7 -19.05872 -10.84381 1.14360
C8 -18.12312 -11.24385 2.07759
N4 -18.28917 -12.29826 2.85320
H1 -21.06102 -15.66234 4.40292
H2 -21.88136 -14.13044 4.15318
H3 -21.41796 -15.13505 2.77412
H4 -19.18873 -17.24812 6.92033
H5 -17.65082 -17.01551 7.69242
H6 -21.44660 -13.07546 1.81964
H7 -21.01743 -11.25092 0.30960
H8 -18.74900 -10.02519 0.51354
H9 -17.16839 -10.78364 2.16190
Cl1 -8.94264 -12.68780 1.15156
C9 -10.67858 -12.90875 1.30521
C10 -11.45047 -12.07469 2.11432
Cl2 -10.73027 -10.72263 2.91599
C11 -12.83728 -12.29111 2.20729
Cl3 -13.85298 -11.23826 3.16337
C12 -13.50770 -13.38864 1.54545
O1 -14.75719 -13.61583 1.68708
C13 -12.67625 -14.20317 0.71246
Cl4 -13.43567 -15.39888 -0.25464
C14 -11.30884 -13.93168 0.58443
Cl5 -10.35065 -14.85785 -0.51779
C15 -9.96484 -12.53489 7.48070
C16 -10.88593 -13.67254 7.18334
C17 -12.22814 -13.64885 7.57937
C18 -13.06033 -14.77691 7.34602
C19 -12.55729 -15.92005 6.75686
N5 -13.49945 -16.94765 6.59915
C20 -13.25472 -18.21388 6.16630
O2 -12.18541 -18.80610 6.14623
N6 -14.44110 -18.93606 5.80122
C21 -15.44106 -18.38090 5.00167
C22 -16.60295 -19.09364 4.78147
C23 -17.63611 -18.58401 3.96489
C24 -17.46479 -17.29987 3.46095
N7 -16.33700 -16.60555 3.62141
C25 -15.36846 -17.15488 4.33786
C26 -11.24867 -15.92422 6.26108
C27 -10.43774 -14.82484 6.51954
H10 -9.16571 -12.81995 8.18150
H11 -10.51876 -11.69002 7.87370
H12 -9.45538 -12.09153 6.61871
H13 -12.64634 -12.82376 8.08253
H14 -14.04029 -14.83481 7.80844
H15 -14.46108 -16.64976 6.83876
H16 -14.21929 -19.93657 5.70890
H17 -16.69999 -20.05128 5.29791
H18 -18.50462 -19.19773 3.72073
H19 -18.26277 -16.82291 2.90448
H20 -14.48980 -16.49890 4.37141
H21 -10.84310 -16.78023 5.76528
H22 -9.42979 -14.78066 6.10641
C28 -15.71249 -13.19405 -2.06654
C29 -16.94770 -13.87206 -2.57485
C30 -18.15129 -12.96886 -2.28956
C31 -17.18057 -15.29426 -2.02745
N8 -17.67163 -15.34993 -0.62901
C32 -17.02944 -14.93531 0.45888
N9 -17.81930 -15.00347 1.48515
N10 -19.00657 -15.45221 0.98233
N11 -18.93684 -15.67465 -0.26593
H23 -15.65011 -12.28493 -2.68903
H24 -14.85099 -13.85014 -2.13426
H25 -15.79819 -12.88294 -1.05383
H26 -16.78399 -13.99323 -3.66284
H27 -18.24092 -12.83092 -1.18116
H28 -19.11270 -13.39515 -2.64174
H29 -18.03108 -11.97974 -2.72998
H30 -16.28342 -15.89877 -2.07259
H31 -17.98027 -15.81241 -2.55898
H32 -15.97969 -14.61026 0.47643

Atomic partial charges in e from the Mulliken method, atoms 1 to 2:
1 Pb 1.31
2 C -1.86

The molecule C10H11N3O. Source: OMol25; level of theory: wB97M-V/def2-TZVPD.

E, eV: -17061.076
LUMO energy (alpha / beta), eV: -0.2 / 0.0
Gap between HOMO and LUMO (alpha / beta), eV: 6.06 / 6.54
Energy above the lowest of the compared OMol25 structures with the same formula, charge and spin, eV: 5.254
Total charge: 0
Multiplicity: 1

Element x y z (Å)
C1 2.58036 -0.20987 1.84773
C2 2.50632 -0.29123 -0.29338
C3 -2.06087 -1.01580 -2.21852
C4 -1.11695 -0.04559 -2.64019
C5 -2.22414 -1.36234 -0.98200
C6 -0.10997 0.34893 -1.77856
C7 0.19787 0.50952 2.07625
C8 -1.14435 -0.96913 0.07667
C9 -0.03796 -0.04145 -0.42822
C10 -0.12335 1.86436 1.42440
N1 3.27930 -0.13470 0.75880
N2 1.24013 -0.27744 1.49693
N3 1.18889 -0.24906 0.14518
O1 -0.36284 0.19747 3.09114
H1 2.96620 0.04662 2.83592
H2 2.80652 -0.38075 -1.33533
H3 -2.96574 -1.14797 -2.86793
H4 -0.93105 0.16139 -3.66640
H5 -3.01187 -2.04522 -0.74997
H6 0.67754 0.99072 -2.07811
H7 -1.70054 -0.48352 0.92125
H8 -0.81522 -1.98598 0.43612
H9 0.80828 2.30896 0.99498
H10 -0.51311 2.48625 2.18684
H11 -1.13346 1.72582 0.74642

Atomic partial charges in e from the Mulliken method, atoms 1 to 2:
1 C -0.16
2 C -0.08

A cluster of 6 separate species, C26H56O13PS5 in total. Source: OMol25; level of theory: wB97M-V/def2-TZVPD.

E, eV: -117950.417
LUMO energy, eV: 1.8
Gap between HOMO and LUMO, eV: 5.69
Energy above the lowest of the compared OMol25 structures with the same formula, charge and spin, eV: 0.000
Total charge: -1
Multiplicity: 1

Element x y z (Å)
C1 -0.98201 1.87558 2.14510
C2 -1.36543 1.55768 0.66505
C3 -1.06450 0.07003 0.41982
C4 -1.09747 -0.43563 -1.02126
P1 0.42656 0.07852 -2.05530
O1 0.45061 -1.38949 -2.99691
O2 -0.60322 0.76168 -3.31921
C5 -0.20645 2.10266 -3.37108
C6 1.36334 2.03454 -3.35889
O3 1.76356 0.74320 -2.98866
H1 -0.12624 1.25219 2.41221
H2 -0.70657 2.93210 2.23058
H3 -1.83292 1.68432 2.80507
H4 -0.77433 2.23372 0.04841
H5 -2.43675 1.74473 0.55023
H6 -0.12293 -0.20783 0.90668
H7 -1.84645 -0.47417 0.97855
H8 -2.01446 -0.17202 -1.55714
H9 -1.08486 -1.53745 -0.97174
H10 0.50873 1.29764 -1.29048
H11 1.35000 -0.56042 -1.12378
H12 0.32284 -2.10434 -2.37303
H13 -0.55539 2.63450 -4.26715
H14 -0.65164 2.62327 -2.50631
H15 1.64952 2.14898 -4.41558
H16 1.74948 2.85324 -2.73260
C7 -6.96238 0.09072 1.15741
C8 -7.65793 1.43250 0.88495
C9 -6.74887 2.53964 1.43372
S1 -5.06812 1.88897 1.34927
O4 -4.57342 1.74983 2.69496
O5 -4.35076 2.62159 0.34464
C10 -5.50922 0.27272 0.72694
H17 -7.43580 -0.72766 0.61644
H18 -7.00814 -0.13835 2.22465
H19 -7.78661 1.56133 -0.19161
H20 -8.64679 1.47708 1.34041
H21 -6.80332 3.44880 0.84005
H22 -6.96609 2.76191 2.47730
H23 -4.83134 -0.46911 1.14309
H24 -5.41405 0.30175 -0.35815
C11 4.10011 -1.81472 3.39001
C12 4.25747 -1.04998 2.06767
C13 2.86551 -0.55911 1.64813
S2 1.93426 -0.34908 3.17115
O6 0.85310 -1.30016 3.19726
O7 1.73182 1.05106 3.43432
C14 3.21985 -0.93814 4.27652
H25 5.06295 -2.01698 3.85913
H26 3.60782 -2.77183 3.20461
H27 4.92155 -0.19537 2.21846
H28 4.69782 -1.67556 1.29257
H29 2.89549 0.39240 1.12355
H30 2.34261 -1.29438 1.03937
H31 2.76457 -1.47026 5.10885
H32 3.76491 -0.06694 4.63918
C15 -5.82123 6.10778 4.16233
C16 -5.35633 6.79816 2.87409
C17 -6.61182 7.21646 2.09891
S3 -7.89696 7.47965 3.32951
O8 -8.93342 6.49521 3.13793
O9 -8.21433 8.88345 3.41150
C18 -6.90999 7.00298 4.74521
H33 -5.00102 5.96712 4.86398
H34 -6.23424 5.12486 3.92546
H35 -4.76703 7.68182 3.12719
H36 -4.72524 6.14563 2.27244
H37 -6.46803 8.13835 1.54134
H38 -6.95366 6.42969 1.42902
H39 -7.54437 6.50403 5.47420
H40 -6.49013 7.91278 5.17373
C19 5.76364 -2.51687 -5.10459
C20 4.89857 -3.77824 -4.97363
C21 3.52206 -3.34399 -4.46059
S4 3.28167 -1.64594 -5.01868
O10 3.24742 -0.80939 -3.86424
O11 2.26754 -1.61637 -6.03800
C22 4.89324 -1.48168 -5.80856
H41 6.68356 -2.71141 -5.65742
H42 6.03676 -2.15343 -4.11084
H43 4.79468 -4.25118 -5.95324
H44 5.35388 -4.50954 -4.30455
H45 2.72019 -3.96393 -4.85329
H46 3.47584 -3.33014 -3.37310
H47 5.24644 -0.46060 -5.68754
H48 4.77201 -1.71533 -6.86662
C23 5.21196 -7.37743 -1.06022
C24 5.99582 -6.32086 -1.84997
C25 5.91670 -5.00538 -1.06419
S5 5.72883 -5.46596 0.66617
O12 4.43811 -5.02954 1.12932
O13 6.93043 -5.13678 1.39034
C26 5.66860 -7.23595 0.38777
H49 5.39261 -8.38308 -1.43787
H50 4.14121 -7.17634 -1.13513
H51 7.03859 -6.63325 -1.94041
H52 5.60318 -6.19808 -2.85787
H53 6.81889 -4.40888 -1.17301
H54 5.04544 -4.41647 -1.34758
H55 4.99176 -7.68872 1.10851
H56 6.67813 -7.62314 0.52469

Atomic partial charges in e from the Mulliken method, atoms 1 to 2:
1 C -0.37
2 C 0.42

The molecule C2H5N5S. Source: OMol25; level of theory: wB97M-V/def2-TZVPD.

E, eV: -20439.535
LUMO energy, eV: 0.6
Gap between HOMO and LUMO, eV: 9.60
Energy above the lowest of the compared OMol25 structures with the same formula, charge and spin, eV: 0.073
Total charge: 0
Multiplicity: 1
SMILES: [H]/N=c1/[nH]/c(=N\[H])[nH]n1S

Element x y z (Å)
H1 -1.48284 -0.47466 -2.40219
N1 -1.54913 -0.95641 -1.49288
C1 -0.78955 -0.40747 -0.63522
N2 -0.61270 -0.80690 0.66292
C2 0.29998 0.04852 1.34168
N3 0.68516 0.18728 2.54418
H2 0.22003 -0.50505 3.14926
N4 0.71627 0.97198 0.35355
N5 0.06718 0.73721 -0.85703
S1 0.89933 0.91774 -2.28440
H3 -1.08775 -1.60734 0.96463
H4 0.71196 1.91971 0.63213
H5 1.92207 -0.02462 -1.97662

Atomic partial charges in e from the Mulliken method, atoms 1 to 2:
1 H 0.25
2 N -0.69

A structure of composition C45H42BCsI2N11PS5. Source: OMol25; level of theory: wB97M-V/def2-TZVPD.

E, eV: -144633.705
LUMO energy, eV: 3.2
Gap between HOMO and LUMO, eV: 4.72
Energy above the lowest of the compared OMol25 structures with the same formula, charge and spin, eV: 0.572
Total charge: -2
Multiplicity: 1

Element x y z (Å)
Cs1 -1.22701 0.34644 -1.04985
C1 -1.57184 -3.68262 -2.07461
N1 -2.77152 -3.24007 -1.40051
C2 -3.91679 -2.80178 -2.03857
C3 -4.80559 -2.51461 -1.07130
N2 -4.21701 -2.73938 0.15535
B1 -4.89326 -2.36205 1.49512
N3 -4.68554 -0.83465 1.89689
C4 -4.79667 -0.49203 3.22508
C5 -4.88242 0.84861 3.33506
N4 -4.81114 1.35573 2.05370
C6 -4.86470 2.74768 1.68516
C7 -4.67062 0.30784 1.16600
S1 -4.53931 0.52408 -0.50290
C8 -2.97856 -3.23680 -0.05720
S2 -1.87151 -3.91075 1.05010
H1 -1.39964 -3.05460 -2.94924
H2 -1.66673 -4.72709 -2.38233
H3 -0.73332 -3.60256 -1.38685
H4 -3.96768 -2.68241 -3.10704
H5 -5.80843 -2.14307 -1.14267
H6 -4.43021 -3.01024 2.39225
H7 -6.08833 -2.53503 1.36899
H8 -4.81846 -1.25145 3.98742
H9 -5.00255 1.48323 4.19644
H10 -5.71772 3.23440 2.16259
H11 -4.97400 2.78425 0.60318
H12 -3.94286 3.26408 1.95918
I1 1.41353 0.86212 3.99846
C9 -0.17803 -0.50427 4.46504
I2 -0.94265 -1.78486 2.86140
H13 -0.99692 0.09380 4.85175
H14 0.21221 -1.15482 5.23937
N5 4.32768 -3.74250 0.14223
C10 4.58891 -4.30052 1.39533
C11 5.22609 -5.52834 1.49398
C12 5.52609 -6.07764 2.73655
C13 5.18367 -5.39899 3.88983
C14 4.52328 -4.17685 3.79757
C15 4.22441 -3.62657 2.56565
S3 3.35895 -2.08105 2.46590
N6 3.05371 -1.87327 0.83907
C16 3.51156 -2.63376 -0.06665
C17 3.23876 -2.32501 -1.49322
C18 4.27515 -2.38396 -2.42332
C19 4.00022 -2.04936 -3.74225
C20 2.70843 -1.69937 -4.08513
C21 1.73865 -1.68567 -3.08765
N7 1.99312 -1.98654 -1.81940
H15 4.48145 -4.33701 -0.65274
H16 5.49118 -6.05911 0.58560
H17 6.02077 -7.03895 2.78892
H18 5.41723 -5.81692 4.86077
H19 4.22815 -3.64197 4.69292
H20 5.27974 -2.63858 -2.10831
H21 4.79015 -2.05522 -4.48328
H22 2.44555 -1.42404 -5.09741
H23 0.71312 -1.42377 -3.32483
N8 2.70342 1.65942 -0.17859
C22 2.97326 2.91476 -0.68295
C23 4.29263 3.31460 -0.92102
C24 4.58666 4.61324 -1.29093
C25 3.57601 5.55582 -1.41896
C26 2.26222 5.16238 -1.21502
C27 1.94126 3.85094 -0.88525
P1 0.18841 3.34145 -0.65274
C28 -0.03500 4.45513 0.83689
C29 0.68502 4.03112 1.95871
C30 0.61986 4.71060 3.16161
C31 -0.18244 5.84019 3.27661
C32 -0.89751 6.27903 2.17407
C33 -0.82274 5.59607 0.96385
C34 -0.76817 4.24692 -1.91713
C35 -2.14801 4.33113 -1.71633
C36 -2.96775 4.91832 -2.66781
C37 -2.42325 5.38992 -3.85405
C38 -1.06105 5.26104 -4.08477
C39 -0.23730 4.69571 -3.12279
H24 3.36045 0.92368 -0.38392
H25 1.74686 1.35560 -0.27980
H26 5.08951 2.58524 -0.82009
H27 5.61673 4.89526 -1.47694
H28 3.80471 6.57884 -1.69179
H29 1.46156 5.88472 -1.32016
H30 1.30582 3.14420 1.87543
H31 1.18903 4.35348 4.01276
H32 -0.24073 6.37694 4.21709
H33 -1.51613 7.16669 2.25006
H34 -1.37607 5.97199 0.11481
H35 -2.58417 3.91163 -0.81526
H36 -4.03433 4.99180 -2.49061
H37 -3.06382 5.83074 -4.60850
H38 -0.63399 5.57165 -5.03028
H39 0.81791 4.56995 -3.32503
S4 -1.43229 -0.53231 -4.24539
C40 -0.60305 0.73351 -5.07590
C41 -0.94638 0.83719 -6.45864
N9 -1.24063 0.87385 -7.57452
C42 0.33895 1.59281 -4.56060
S5 0.97164 1.56160 -2.93919
C43 0.88981 2.58109 -5.42219
N10 1.36319 3.39703 -6.09054
C44 -1.96009 2.78027 4.71517
C45 -1.80608 2.36199 3.33431
N11 -1.67331 2.01976 2.24838
H40 -2.49014 3.73168 4.75470
H41 -0.97461 2.90488 5.16510
H42 -2.52097 2.02561 5.26569

Atomic partial charges in e from the Mulliken method, atoms 1 to 2:
1 Cs 0.83
2 C -0.84

The molecule C4H7NO2. Source: OMol25; level of theory: wB97M-V/def2-TZVPD.

E, eV: -9846.184
LUMO energy, eV: 0.6
Gap between HOMO and LUMO, eV: 8.99
Energy above the lowest of the compared OMol25 structures with the same formula, charge and spin, eV: 1.096
Total charge: 0
Multiplicity: 1
SMILES: C/C(C=O)=C(\N)O

Element x y z (Å)
C1 -0.89761 -1.30235 0.41928
C2 -0.42150 0.08046 0.06582
C3 -1.25805 1.21461 0.40031
O1 -2.36660 1.14928 0.90542
C4 0.83199 0.31765 -0.42836
N1 1.86565 -0.56595 -0.36343
O2 1.18901 1.45159 -1.07167
H1 -0.47616 -1.69821 1.35381
H2 -1.98259 -1.25397 0.55124
H3 -0.67401 -2.01758 -0.38135
H4 -0.79607 2.21595 0.22954
H5 1.89930 -1.16254 0.44908
H6 2.75718 -0.23522 -0.70149
H7 0.38282 1.86504 -1.41192

Atomic partial charges in e from the Mulliken method, atoms 1 to 2:
1 C -1.39
2 C 0.39